Here is one molecule with the formula C6H5BrN2S at a distorted geometry from the Open Molecules 2025 dataset. Energies are from wB97M-V/def2-TZVPD.

The calculation puts the LUMO energy (spin up / spin down) at -1.27 / -1.27 eV. The total energy comes out at -90155.9097 eV. The SMILES is S=NC=C=N/C=C\C=C\Br. Its spin multiplicity is 1. The calculation puts the HOMO energy (spin up / spin down) at -7.9 / -7.9 eV. For the energy above the lowest of the compared OMol25 structures with the same formula, charge and spin, the calculation gives 60.90 kcal/mol.

Structure (XYZ):
```
15
C6H5BrN2S (wB97M-V/def2-TZVPD)
Br -0.92420 3.35726 -1.88188
S -0.35541 1.14221 2.64941
N 1.17643 1.22122 3.00842
N 0.81131 -0.36435 0.83930
C 2.18712 0.61145 2.41911
C -1.17138 0.57410 -1.40870
C -0.61676 1.72859 -1.08327
C 1.87648 -0.15883 1.33940
C -0.04488 -1.10061 0.16420
C -0.93445 -0.73587 -0.84164
H -1.50381 -1.64703 -1.23640
H -1.91857 0.66264 -2.08712
H 3.09701 0.82891 2.91647
H 0.16983 1.96014 -0.29109
H -0.09749 -2.19580 0.45665
```


Here is one molecule with the formula C2H3BrO at a distorted geometry from the Open Molecules 2025 dataset. Energies are from wB97M-V/def2-TZVPD.

The calculation puts the LUMO energy (spin up / spin down) at -1.00 / -0.99 eV. The total energy comes out at -74208.6691 eV. Its spin multiplicity is 1. The calculation puts the HOMO energy (spin up / spin down) at -9.5 / -9.7 eV. For the energy above the lowest of the compared OMol25 structures with the same formula, charge and spin, the calculation gives 86.34 kcal/mol.

Structure (XYZ):
```
7
C2H3BrO (wB97M-V/def2-TZVPD)
Br 2.12419 -0.07728 0.03726
O -0.50932 1.33641 -0.12988
C -0.61993 0.09074 0.40619
C 0.47823 -0.40961 -0.56023
H 0.21092 -0.47456 -1.60934
H -0.14230 0.10167 1.53177
H -1.54179 -0.56736 0.32422
```


Here is an isolated ion of composition C3H9N2O and charge +1 at a distorted geometry from the Open Molecules 2025 dataset. Energies are from wB97M-V/def2-TZVPD.

The calculation puts the LUMO energy at -5.83 eV. Its charge is +1. The total energy comes out at -8274.2825 eV. The SMILES is CCN[N+](C)=O. Its spin multiplicity is 1. The calculation puts the HOMO energy at -15.8 eV. For the energy above the lowest of the compared OMol25 structures with the same formula, charge and spin, the calculation gives 110.49 kcal/mol.

Structure (XYZ):
```
15
C3H9N2O (wB97M-V/def2-TZVPD)
O -0.52769 -2.66721 1.20966
N -0.01957 -1.01898 -0.04426
N -0.45210 -1.49675 1.10471
C 0.11119 0.32416 -0.45295
C -0.81773 -0.65112 2.15013
C 0.90833 0.40853 -1.74126
H -0.02681 -0.60537 2.89957
H -0.89566 0.89330 -0.64185
H 0.91287 1.47050 -1.99967
H -1.73529 -1.10663 2.56581
H 0.51731 0.83889 0.35223
H 0.52692 -1.73167 -0.59449
H -0.89507 0.37640 1.77984
H 1.87405 0.22608 -1.43851
H 0.55425 -0.14127 -2.57260
```


Here is C16H12BF4IN4NiO4S as an isolated structure at a distorted geometry from the Open Molecules 2025 dataset. Energies are from wB97M-V/def2-TZVPD.

The calculation puts the LUMO energy (spin up / spin down) at -1.28 / -1.30 eV. The total energy comes out at -102469.8784 eV. Its spin multiplicity is 3. The calculation puts the HOMO energy (spin up / spin down) at -9.1 / -9.1 eV. The expectation value of S² is 2.006. For the energy above the lowest of the compared OMol25 structures with the same formula, charge and spin, the calculation gives 0.00 kcal/mol.

Structure (XYZ):
```
44
C16H12BF4IN4NiO4S (wB97M-V/def2-TZVPD)
I -12.68003 -0.17548 1.51658
Ni -14.39382 0.80662 4.45720
S -13.05103 1.84498 5.97489
F -17.35097 -1.71789 3.93103
F -17.83937 0.08041 2.55366
F -16.89525 -1.86521 1.67223
F -15.61142 -0.45016 2.98621
O -16.46996 3.72803 2.42538
O -15.36531 -0.76431 6.75240
O -17.42680 -1.05533 7.67099
O -14.71478 2.58176 3.35175
N -14.28146 3.47084 7.73513
N -14.32744 4.06085 5.48383
N -13.04151 -0.72119 4.56834
N -16.28468 1.30378 5.06391
C -15.01963 4.60509 7.97640
C -15.33468 5.56179 6.98518
C -11.66159 -2.25019 5.78524
C -12.33271 -1.03730 3.43546
C -11.08888 -2.72044 4.56763
C -16.85546 2.25912 4.26696
C -13.96860 3.22843 6.47108
C -16.52868 -0.44636 6.80910
C -18.35992 1.13015 6.26233
C -17.04294 0.73527 5.97845
C -11.30408 -1.99583 3.40221
C -12.65038 -1.30315 5.72634
C -18.95293 2.02425 5.44135
C -18.19456 2.60336 4.44340
C -15.95802 2.93943 3.25820
C -14.93939 5.26467 5.68565
B -17.01311 -1.03790 2.74603
H -18.61246 3.31456 3.73211
H -13.23757 -1.02358 6.61398
H -11.23594 -2.64179 6.75641
H -10.75790 -2.09595 2.47574
H -14.22066 3.72951 4.54510
H -10.34745 -3.52358 4.59425
H -15.14865 5.90047 4.79573
H -16.88267 -1.58684 8.28368
H -16.00677 6.42754 7.14087
H -20.06299 2.20843 5.49601
H -15.17454 4.77763 9.05575
H -18.93564 0.57467 7.01748
```


Here is a 2-piece molecular cluster, C3H8NO2 overall at a distorted geometry from the Open Molecules 2025 dataset. Energies are from wB97M-V/def2-TZVPD.

The calculation puts the LUMO energy (spin up / spin down) at -4.88 / -4.59 eV. Its charge is +1. The total energy comes out at -8813.7373 eV. Its spin multiplicity is 1. The calculation puts the HOMO energy (spin up / spin down) at -14.3 / -13.7 eV. For the energy above the lowest of the compared OMol25 structures with the same formula, charge and spin, the calculation gives 143.32 kcal/mol.

Structure (XYZ):
```
14
C3H8NO2 (wB97M-V/def2-TZVPD)
O 1.06715 0.98712 0.01430
O 1.51257 -0.99697 0.00403
N -0.79609 -0.48647 0.54105
C -1.97137 0.31152 0.12661
C 2.26302 0.21344 -0.04355
C 0.42095 -0.19920 -0.22157
H 2.92978 0.35881 0.80882
H -0.98756 -1.49811 0.45479
H -2.83047 0.05049 0.74101
H 0.15508 -0.26235 -2.29395
H -2.19814 0.11226 -0.91798
H -1.75124 1.37119 0.24483
H 2.78441 0.33517 -1.00014
H -0.59808 -0.29689 1.54174
```


Here is C24H28N2O6S as an isolated structure at a distorted geometry from the Open Molecules 2025 dataset. Energies are from wB97M-V/def2-TZVPD.

The calculation puts the LUMO energy at -0.15 eV. The total energy comes out at -51421.3603 eV. Its spin multiplicity is 1. The calculation puts the HOMO energy at -8.1 eV. For the energy above the lowest of the compared OMol25 structures with the same formula, charge and spin, the calculation gives 512.64 kcal/mol.

Structure (XYZ):
```
61
C24H28N2O6S (wB97M-V/def2-TZVPD)
S -1.32035 -4.01068 1.19840
O -1.41822 2.97168 -1.10614
O -1.72639 -2.92151 1.91689
O -1.71196 -5.38459 1.79505
O 1.49758 -0.61511 0.76735
O 0.57182 1.34421 3.93667
O -2.48817 -2.45811 -2.44808
N 0.65330 -2.12349 -0.78583
N -2.19126 -1.49964 -0.38899
C 2.41016 2.38725 -2.19390
C 2.12709 2.05113 -3.29674
C 2.05719 1.31161 -1.20203
C -2.47729 -3.94767 -0.33929
C -0.92335 2.74240 0.12198
C -0.66654 1.21367 2.12741
C 0.69990 -1.30914 -3.34716
C 0.31776 1.85493 2.64824
C 1.25995 -1.01447 -0.79074
C 0.19714 -4.02365 0.68347
C 1.25719 0.00020 -2.92928
C 1.74383 0.02110 -1.61266
C -1.04760 4.16386 -1.72198
C 1.86244 1.86626 4.38988
C -2.03753 -0.07921 -0.94482
C -2.09124 -2.54375 -1.13167
C 0.81045 2.90531 1.70682
C 1.16858 -1.73836 1.50227
C -2.71339 0.80516 0.14676
C -1.52890 1.62981 0.81093
C 1.71469 1.01162 -3.92296
C 0.22637 3.29426 0.76391
C 0.78901 -2.75969 0.42080
C 1.24062 -1.86715 2.81852
H -1.37246 0.28787 2.63370
H 1.56218 3.53534 2.19826
H -2.05305 -1.53443 0.70272
H 2.31535 -2.40735 3.24125
H 1.12345 -1.00526 3.24321
H 1.90066 1.22901 5.24504
H 2.06827 2.94109 -4.17660
H -1.46591 4.22995 -2.57643
H 0.58819 4.21270 0.40296
H 1.31104 -2.27281 -3.05038
H 0.24798 3.97683 -2.03065
H -2.18851 -4.67382 -0.80519
H -0.93742 5.02075 -0.98717
H 1.23434 0.72764 -4.70236
H 2.81425 3.34920 -1.78693
H -3.52563 -4.02707 -0.14927
H 1.51121 2.83685 4.66277
H -1.21000 0.05346 -1.30610
H -0.38885 -1.70856 -2.97456
H 0.29103 -4.62162 -0.19587
H 0.55015 -2.55187 3.34933
H -3.08498 0.40017 0.95595
H 2.20670 1.40928 -0.14908
H -2.66453 -0.33829 -1.63683
H -3.30708 1.73991 -0.24453
H 2.65795 1.86960 3.80196
H 1.01283 -4.72030 1.38193
H 0.53996 -1.23653 -4.64019
```


Here is one molecule with the formula CH4P2 at a distorted geometry from the Open Molecules 2025 dataset. Energies are from wB97M-V/def2-TZVPD.

The calculation puts the LUMO energy (spin up / spin down) at 0.95 / -2.73 eV. The total energy comes out at -19674.0926 eV. Its spin multiplicity is 3. The calculation puts the HOMO energy (spin up / spin down) at -6.7 / -9.7 eV. The expectation value of S² is 2.009. For the energy above the lowest of the compared OMol25 structures with the same formula, charge and spin, the calculation gives 5.64 kcal/mol.

Structure (XYZ):
```
7
CH4P2 (wB97M-V/def2-TZVPD)
P 0.46571 -0.46429 1.48623
P -0.95275 0.78028 -0.93320
C -0.00180 -0.58121 -0.11024
H 0.93834 -1.79377 1.64439
H 0.23236 -1.36629 -0.69518
H -0.98565 1.96518 0.13254
H 0.30379 1.46011 -1.52454
```


Here is one molecule with the formula C6H12O2 at a distorted geometry from the Open Molecules 2025 dataset. Energies are from wB97M-V/def2-TZVPD.

The calculation puts the LUMO energy at 0.84 eV. The total energy comes out at -10508.3830 eV. The SMILES is CC1(C)OOC1(C)C. Its spin multiplicity is 1. The calculation puts the HOMO energy at -8.9 eV. For the energy above the lowest of the compared OMol25 structures with the same formula, charge and spin, the calculation gives 90.49 kcal/mol.

Structure (XYZ):
```
20
C6H12O2 (wB97M-V/def2-TZVPD)
O 0.63976 0.11007 -1.85846
O -0.74876 -0.24274 -1.73741
C -1.47719 1.28469 0.01219
C -0.77797 -0.03390 -0.30971
C 1.49090 -1.27882 -0.04614
C 1.44959 1.20696 0.34681
C -1.44352 -1.18886 0.42910
C 0.76166 0.01727 -0.28148
H -1.07144 2.08767 -0.59728
H -1.16930 -1.16425 1.48019
H 2.39404 -1.17130 -0.67091
H -2.53641 1.18618 -0.21635
H -1.15582 -2.14543 0.00348
H 1.10141 2.13963 -0.08913
H 0.98696 -2.13691 -0.48513
H 1.67348 -1.45501 1.01247
H -2.52278 -1.10743 0.33698
H -1.36448 1.53138 1.06578
H 1.24618 1.21726 1.41668
H 2.52368 1.14354 0.18833
```